<i>
{
  "formula": "C6H15NO",
  "method": "the ωB97M-V functional and the def2-TZVPD basis",
  "homo_energy_ev": -9.7,
  "smiles": "CCC(N)=O.CCC",
  "lumo_ev": 0.8128,
  "orbital_gap_ev": 10.5,
  "symbols": ["O", "N", "C", "C", "C", "C", "C", "C", "H", "H", "H", "H", "H", "H", "H", "H", "H", "H", "H", "H", "H", "H", "H"],
  "xyz": [[2.98175, -1.81825, -1.94795], [2.08237, -2.06320, 0.05755], [-2.55509, -0.13185, 1.84435], [-1.93582, 1.41619, 1.88849], [2.05483, -1.49205, -1.20949], [0.96999, -0.58876, -1.66475], [1.14514, 0.42717, -2.88464], [-0.39523, 1.25677, 1.59226], [-3.25797, -0.38606, 0.95406], [-2.40166, 1.97974, 1.15935], [0.10793, -1.25057, -1.96185], [0.62594, 1.35788, -2.65996], [0.62093, 0.27715, -0.96718], [-0.38420, 1.03296, 0.54115], [1.39370, -1.60932, 0.65842], [0.26943, 2.15348, 1.65508], [0.74469, 0.14222, -3.90191], [2.25337, 0.68103, -3.02420], [-1.75637, -0.80542, 1.91001], [2.84641, -2.75340, 0.18229], [-2.23540, 1.82328, 2.87833], [0.03419, 0.52281, 2.26257], [-3.20894, -0.17177, 2.63801]]
}

=====

<ii>
{
  "formula": "C6H15NO",
  "method": "the ωB97M-V functional and the def2-TZVPD basis",
  "homo_energy_ev": -9.0,
  "smiles": "CCCCCNCO",
  "lumo_ev": 0.9758,
  "orbital_gap_ev": 10.0,
  "symbols": ["O", "N", "C", "C", "C", "C", "C", "C", "H", "H", "H", "H", "H", "H", "H", "H", "H", "H", "H", "H", "H", "H", "H"],
  "xyz": [[-1.26325, -2.97066, -0.78754], [-0.06450, -1.14711, 0.24606], [-0.90805, -0.16794, -0.45786], [1.16567, 1.23501, -0.48927], [-0.72398, -2.48268, 0.49457], [0.93910, 3.09411, 1.26483], [-0.02163, 0.87974, -1.26512], [0.94087, 1.53421, 1.01665], [1.20709, 3.19799, 2.24599], [-0.75494, 1.62742, -1.58587], [0.17318, 0.46886, -2.22115], [1.82321, 3.51241, 0.60207], [0.00666, 0.94314, 1.48818], [1.79770, 2.10116, -0.89191], [0.17341, 3.47222, 0.73209], [1.92857, 0.27011, -0.58870], [-1.56264, -2.17944, 1.22088], [0.83244, -1.28946, -0.16404], [-1.63780, 0.41232, 0.29661], [-1.95098, -2.38681, -1.06285], [-1.58586, -0.64510, -1.16707], [1.79503, 1.01095, 1.48581], [-0.03937, -3.27543, 0.80503]]
}

=====

<iii>
{
  "formula": "C6H15NO",
  "method": "the ωB97M-V functional and the def2-TZVPD basis",
  "homo_energy_ev": -9.0,
  "smiles": "CCCN[C@@H](C)CO",
  "lumo_ev": 1.0356,
  "orbital_gap_ev": 10.0,
  "symbols": ["O", "N", "C", "C", "C", "C", "C", "C", "H", "H", "H", "H", "H", "H", "H", "H", "H", "H", "H", "H", "H", "H", "H"],
  "xyz": [[-2.15468, -2.67131, -1.52469], [-0.59405, 0.27571, 0.02929], [0.71611, -1.74305, -0.71827], [0.37701, 1.29949, -0.35746], [1.33453, 1.84174, 1.96386], [-0.56694, -0.90784, -0.83488], [-1.79406, -1.75678, -0.47477], [0.54591, 2.32836, 0.75220], [-0.69353, -0.64352, -1.88629], [2.19914, 2.47162, 2.15268], [0.46607, -2.79070, -0.90382], [-2.23330, -2.17330, -2.34083], [-0.43498, 2.72507, 1.01755], [-1.53162, -2.42209, 0.34946], [1.48749, -1.42049, -1.41594], [-2.63355, -1.11770, -0.23138], [0.73199, 1.81475, 2.87432], [1.11458, -1.70730, 0.29484], [1.35387, 0.87081, -0.58198], [1.68461, 0.81437, 1.83974], [-0.35763, -0.05659, 0.96042], [1.01464, 3.20063, 0.29059], [-0.03160, 1.76812, -1.25465]]
}

=====

<iv>
{
  "formula": "C6H15NO",
  "method": "the ωB97M-V functional and the def2-TZVPD basis",
  "homo_energy_ev": -8.3,
  "smiles": "CC(C)CNCCO",
  "lumo_ev": 0.8938,
  "orbital_gap_ev": 9.2,
  "symbols": ["O", "N", "C", "C", "C", "C", "C", "C", "H", "H", "H", "H", "H", "H", "H", "H", "H", "H", "H", "H", "H", "H", "H"],
  "xyz": [[-1.93339, -1.86899, 0.53296], [-0.23751, -0.38993, -1.11871], [1.02559, 0.55700, 0.82356], [-1.63477, -0.39439, -1.46654], [-2.42090, -1.55557, -0.77133], [0.30749, 0.81271, -0.49539], [1.49828, 1.89033, 1.36148], [2.15996, -0.42332, 0.58153], [-0.45255, 1.60203, -0.46887], [-1.75733, -0.61233, -2.53193], [0.03514, -1.22937, -0.63879], [1.71173, 2.57213, 0.54734], [1.04895, 1.26064, -1.18459], [1.81415, -1.44721, 0.44346], [-2.15177, 0.51886, -1.21895], [0.69636, 2.40174, 1.90455], [-2.29324, -2.47139, -1.34159], [2.77674, -0.55777, 1.47582], [2.35427, 1.89650, 2.03284], [-2.11911, -1.11832, 1.11061], [-3.47871, -1.30729, -0.72452], [2.79933, -0.20534, -0.27417], [0.25131, 0.06929, 1.42123]]
}

=====

Which one sits at the bottom of the stability order? <ii> does.

=====

<i>
{
  "formula": "C7H13N",
  "method": "the ωB97M-V functional and the def2-TZVPD basis",
  "homo_energy_ev": -6.4,
  "lumo_ev": -1.9166,
  "orbital_gap_ev": 4.5,
  "symbols": ["N", "C", "C", "C", "C", "C", "C", "C", "H", "H", "H", "H", "H", "H", "H", "H", "H", "H", "H", "H", "H"],
  "xyz": [[0.78502, -0.20683, 1.88034], [-0.55840, 0.33377, 1.37665], [0.32559, -1.09460, -0.60040], [1.46770, -0.11343, -1.17942], [-0.81497, -0.30026, -0.00260], [-1.96006, -0.17811, -0.74148], [2.45917, 0.24067, -0.22890], [-3.13317, 0.52792, -0.27690], [0.92509, 0.81708, -1.51861], [1.02716, 0.11723, 2.85843], [1.76277, -0.54305, -2.15736], [0.79385, -1.86910, 0.09389], [-2.80991, 1.07886, 0.63147], [2.60348, 1.37017, -0.08261], [0.15991, -1.58770, -1.57120], [3.50104, -0.25663, -0.15296], [-4.08661, 0.73658, -0.92170], [-1.98949, -0.78739, -1.65259], [-0.58798, 1.52141, 1.38644], [1.67780, 0.11690, 1.07744], [-1.54801, 0.07653, 1.78206]]
}

=====

<ii>
{
  "formula": "C7H13N",
  "method": "the ωB97M-V functional and the def2-TZVPD basis",
  "homo_energy_ev": -9.2,
  "smiles": "C=C(C)[C@H](N)C1CC1",
  "lumo_ev": 1.0761,
  "orbital_gap_ev": 10.2,
  "symbols": ["N", "C", "C", "C", "C", "C", "C", "C", "H", "H", "H", "H", "H", "H", "H", "H", "H", "H", "H", "H", "H"],
  "xyz": [[-0.29537, 1.57412, 1.22818], [-1.31017, -0.36945, 0.13090], [1.03906, 0.24274, -0.39225], [1.83714, -0.99467, -0.66389], [2.48361, 0.17966, 0.00549], [-1.61388, -1.63451, 0.37139], [-0.04178, 0.24387, 0.68564], [-2.17820, 0.50914, -0.71614], [-1.60085, 0.97441, -1.51404], [-2.49419, -2.09543, -0.04411], [2.10709, -1.22128, -1.68403], [0.30395, -0.37628, 1.52052], [3.20189, 0.76220, -0.55235], [0.79644, 0.86626, -1.24640], [-0.53233, 2.21662, 0.47926], [1.62862, -1.86909, -0.06712], [0.54658, 1.92510, 1.67211], [-2.61013, 1.29903, -0.10315], [-2.98561, -0.06618, -1.16107], [2.71819, 0.09621, 1.05674], [-1.00007, -2.26251, 0.99433]]
}

=====

Which one sits at the bottom of the stability order? <i> does.

=====

<i>
{
  "formula": "C7H13N",
  "method": "the ωB97M-V functional and the def2-TZVPD basis",
  "homo_energy_ev": -9.3,
  "smiles": "C=C[C@@](C)(N)/C=C\\C",
  "lumo_ev": 0.9607,
  "orbital_gap_ev": 10.3,
  "symbols": ["N", "C", "C", "C", "C", "C", "C", "C", "H", "H", "H", "H", "H", "H", "H", "H", "H", "H", "H", "H", "H"],
  "xyz": [[1.93591, 1.08151, -0.09821], [0.21782, 0.13207, -1.10458], [-0.98941, -0.10024, -1.59350], [-2.16290, -0.44472, -0.89618], [0.93772, -0.80982, 1.09648], [0.69548, 0.41468, 0.19941], [-0.06795, 1.28304, 1.01375], [1.08019, -2.12292, 0.66187], [0.96299, 0.38843, -1.80299], [-1.84916, -0.75508, 0.27813], [0.34287, 1.11112, 2.07054], [1.27915, -2.97244, 1.50198], [2.27218, 1.87138, 0.80495], [-1.06995, -0.25750, -2.69027], [1.42962, 1.65801, -0.99953], [0.02402, 2.48555, 0.81872], [-2.86969, 0.46316, -0.89095], [-1.21036, 0.82537, 1.11632], [1.08306, -0.45765, 2.19648], [0.49591, -2.55109, -0.26806], [-2.53751, -1.24288, -1.41437]]
}

=====

<ii>
{
  "formula": "C7H13N",
  "method": "the ωB97M-V functional and the def2-TZVPD basis",
  "homo_energy_ev": -8.5,
  "smiles": "C=C(C)/C(=C\\C)CN",
  "lumo_ev": 0.6396,
  "orbital_gap_ev": 9.2,
  "symbols": ["N", "C", "C", "C", "C", "C", "C", "C", "H", "H", "H", "H", "H", "H", "H", "H", "H", "H", "H", "H", "H"],
  "xyz": [[2.47424, 0.55201, -0.23986], [-1.62730, -0.36720, 2.09723], [-0.64095, -0.29658, -0.93994], [1.23639, 1.35145, 0.11511], [-0.43369, 0.37035, 1.54554], [-0.38085, -1.80103, -0.65077], [-0.74896, 0.07254, -2.30000], [-0.15380, 0.59296, 0.13941], [-1.49604, -1.19794, 2.70760], [2.80686, -0.13491, 0.39084], [-0.34902, -2.36410, -1.64958], [-2.27423, 0.37469, 2.64647], [-1.08978, 1.07614, -2.64398], [-1.21542, -2.08586, 0.00901], [-2.36012, -0.75671, 1.45008], [0.64439, -1.92835, 0.12839], [1.65156, 1.83657, 1.11013], [-0.83372, -1.02249, -2.94667], [0.37586, 0.94952, 2.15582], [2.18938, -0.21543, -1.03738], [1.12554, 2.06984, -0.68121]]
}

=====

Which one sits at the bottom of the stability order? <i> does.